No. 1
Entry from the Open Molecules 2025 dataset: one molecule with the formula C3H2F3N3O3 at a distorted geometry (wB97M-V/def2-TZVPD).

Computed properties:
- HOMO level (eV) = -11.69
- orbital gap (eV) = 10.1
- ΔE to the lowest compared entry with this formula, charge and spin (kJ/mol) = 187.3
- molar mass (g/mol) = 185.1
- maximum force (eV Å⁻¹) = 4.6
- LUMO energy (eV) = -1.585
- structure (SMILES) = N#CN(OCC(F)(F)F)[N+](=O)[O-]

ORCA input file:
```
! RIJCOSX wB97M-V def2-TZVPD def2/J DEFGRID3
* xyz 0 1
N 1.2506 -1.8656 -1.6059
C 1.2978 -1.2403 -0.6561
N 1.2145 -0.6183 0.4673
O -0.2949 -0.4739 1.0805
C -1.2194 -0.4333 0.0880
C -1.4822 0.9222 -0.5279
F -2.0407 0.7733 -1.7292
F -0.4460 1.7205 -0.7395
F -2.3068 1.7168 0.2839
N 2.1436 0.2384 0.9746
O 3.2582 0.1420 0.5907
O 1.7831 1.0300 1.7653
H -2.1148 -0.7468 0.7501
H -1.0430 -1.1650 -0.7417
*
```

=====

No. 2
Entry from the Open Molecules 2025 dataset: a 2-piece molecular cluster, C2H2NOS2 overall at a distorted geometry (wB97M-V/def2-TZVPD).

Computed properties:
- HOMO level (eV) = -2.84
- orbital gap (eV) = 5.7
- ΔE to the lowest compared entry with this formula, charge and spin (kJ/mol) = 158.0
- molar mass (g/mol) = 120.2
- maximum force (eV Å⁻¹) = 2.6
- LUMO energy (eV) = 2.900

ORCA input file:
```
! RIJCOSX wB97M-V def2-TZVPD def2/J DEFGRID3
* xyz -1 1
C 0.8015 0.5544 -1.4174
C 0.5433 -0.2519 0.9563
N 0.6725 0.2921 -0.1154
O 1.1606 -0.2565 -2.2382
S 0.7861 -0.9741 2.3376
S -2.6294 0.0422 0.9221
H 0.6543 1.5939 -1.8383
H -1.9889 -1.0002 1.3933
*
```

=====

No. 3
Entry from the Open Molecules 2025 dataset: one molecule with the formula C3H10N2O2 at a distorted geometry (wB97M-V/def2-TZVPD).

Computed properties:
- HOMO level (eV) = -9.25
- orbital gap (eV) = 10.2
- ΔE to the lowest compared entry with this formula, charge and spin (kJ/mol) = 504.5
- molar mass (g/mol) = 106.1
- maximum force (eV Å⁻¹) = 3.9
- LUMO energy (eV) = 0.969
- structure (SMILES) = C[C@@H](ON)N(C)O

ORCA input file:
```
! RIJCOSX wB97M-V def2-TZVPD def2/J DEFGRID3
* xyz 0 1
C -1.6790 -0.7285 -1.0102
C -0.3461 -0.3185 -0.4291
O -0.1928 1.1827 -0.8640
N 1.1271 1.6613 -0.9434
N -0.3416 -0.2741 0.9929
C 0.8504 0.2494 1.6014
O -0.3960 -1.8190 1.1861
H -1.8259 -1.7956 -0.8701
H -2.4736 -0.1862 -0.5061
H -1.7073 -0.4753 -2.0676
H 0.5243 -0.8290 -0.8771
H 1.1264 2.6084 -0.5708
H 1.3947 1.6987 -1.9269
H 1.7748 -0.1862 1.1939
H 0.8783 1.3242 1.3884
H 0.7927 0.0724 2.6735
H 0.4936 -2.1847 1.0291
*
```

=====

No. 4
Entry from the Open Molecules 2025 dataset: a 2-piece molecular cluster, C3H3Br2F overall at a distorted geometry (wB97M-V/def2-TZVPD).

Computed properties:
- HOMO level (eV) = -10.32
- orbital gap (eV) = 8.6
- ΔE to the lowest compared entry with this formula, charge and spin (kJ/mol) = 211.4
- molar mass (g/mol) = 217.9
- maximum force (eV Å⁻¹) = 6.1
- LUMO energy (eV) = -1.726

ORCA input file:
```
! RIJCOSX wB97M-V def2-TZVPD def2/J DEFGRID3
* xyz 0 1
C 0.4908 1.2466 -0.4509
C 0.4271 0.1309 0.2522
C -0.5626 -0.8846 0.4460
F -0.8395 -1.4999 -1.4248
Br 2.1763 -0.6198 0.7044
Br -2.3977 -0.3578 0.6999
H 1.4160 1.7911 -0.6022
H -0.4553 1.8132 -0.6903
H -0.2550 -1.6200 1.0655
*
```

=====

No. 5
Entry from the Open Molecules 2025 dataset: a 2-piece molecular cluster, C10H17BF3N2O2 overall at a distorted geometry (wB97M-V/def2-TZVPD).

Computed properties:
- HOMO level (eV) = -13.22
- orbital gap (eV) = 7.3
- ΔE to the lowest compared entry with this formula, charge and spin (kJ/mol) = 724.0
- molar mass (g/mol) = 265.1
- maximum force (eV Å⁻¹) = 6.7
- LUMO energy (eV) = -5.882

ORCA input file:
```
! RIJCOSX wB97M-V def2-TZVPD def2/J DEFGRID3
* xyz 1 1
C 1.7232 -0.7011 2.3417
C 0.7995 -1.9220 1.7316
B 0.3158 -1.6633 0.1744
O -0.9151 -2.2659 -0.3936
C 1.2533 -0.7419 -0.8036
C 1.0171 0.8108 -1.1487
N 1.8983 1.5814 -2.0257
N 2.9916 1.2375 -2.7366
C 3.2597 -0.1782 -2.5234
C 4.5690 -0.7318 -3.4122
F 4.9916 0.2490 -4.4407
F 5.6866 -1.1413 -2.4825
F 4.1065 -2.0141 -4.0593
C 2.5535 -1.2768 -1.6186
H 1.6031 0.3201 1.7669
H 1.3560 -0.5459 3.4664
H 2.8432 -1.0918 2.3503
H 1.4752 -2.9055 1.7010
H -0.1401 -2.1491 2.4003
H -1.7315 -2.0228 0.1335
H 0.0791 1.3404 -0.6578
H 1.6448 2.6117 -2.1407
H 2.9557 -2.3729 -1.5636
C -3.2173 1.6691 -0.0011
C -3.5322 0.7570 1.1739
C -4.7366 1.2563 1.9558
O -2.4010 0.6935 2.0387
H -2.9767 2.6815 0.3421
H -2.3409 1.3043 -0.5473
H -4.0628 1.7266 -0.6937
H -3.7242 -0.2584 0.8105
H -4.5499 2.2541 2.3684
H -4.9440 0.5971 2.8055
H -5.6277 1.3015 1.3219
H -2.2230 1.5908 2.3661
*
```

=====

No. 6
Entry from the Open Molecules 2025 dataset: C17H30BrCoN3P2 as an isolated structure at a distorted geometry (wB97M-V/def2-TZVPD).

Computed properties:
- HOMO level (spin up / spin down) (eV) = -14.29 / -15.14
- orbital gap (spin up / spin down) (eV) = 8.8 / 8.5
- ΔE to the lowest compared entry with this formula, charge and spin (kJ/mol) = 18.5
- expectation value of S² = 3.7583
- molar mass (g/mol) = 477.2
- maximum force (eV Å⁻¹) = 3.8
- LUMO energy (spin up / spin down) (eV) = -5.459 / -6.624

ORCA input file:
```
! RIJCOSX wB97M-V def2-TZVPD def2/J DEFGRID3
* xyz 2 4
Co 14.2340 9.9752 4.8738
C 17.1923 11.7052 6.6322
P 15.8430 11.8306 5.4107
C 16.6211 12.2322 3.8159
C 14.9213 13.3377 5.8660
C 13.7300 13.4848 4.9081
P 12.6114 12.0085 4.7961
C 11.8570 12.3193 3.1951
C 11.2861 12.4432 5.9926
H 17.7326 12.5916 6.6797
H 17.8821 10.9455 6.4254
H 16.8057 11.4638 7.6111
H 16.6960 13.2881 3.6043
H 16.1304 11.7742 2.9550
H 17.6655 11.9382 3.7443
H 15.6679 14.1293 5.8195
H 14.6728 13.3167 6.9141
H 14.2113 13.4934 3.8804
H 13.1576 14.3515 5.1539
H 11.3474 13.2846 3.1723
H 11.0797 11.5161 2.9095
H 12.6509 12.3308 2.4831
H 11.0704 13.4924 5.7198
H 11.7635 12.3685 7.0128
H 10.3990 11.7498 5.9818
N 12.6197 8.6118 4.5998
C 11.6855 7.9680 4.5100
N 10.5259 7.3391 4.5422
C 9.3020 8.1657 4.7795
C 8.0542 7.3234 4.4274
C 8.0965 5.9894 5.0722
C 9.3289 5.2193 4.5891
C 10.5541 5.9468 5.1039
H 9.4294 9.0674 4.1802
H 9.1790 8.5767 5.7877
H 8.1408 7.2301 3.2874
H 7.2055 7.9239 4.7174
H 7.1615 5.4706 4.7305
H 8.0138 5.9052 6.1257
H 9.3654 5.2356 3.5140
H 9.4638 4.1724 4.8581
H 11.5010 5.5552 4.7120
H 10.6779 6.0607 6.1215
Br 15.2669 8.8821 7.4375
C 15.8918 7.7903 5.8926
C 16.7224 6.6817 6.1149
C 17.0900 5.9780 5.0105
C 16.6463 6.3171 3.7867
C 15.8959 7.4915 3.6401
N 15.5143 8.2389 4.7089
H 17.0373 6.3977 7.0860
H 17.8507 5.1796 5.1992
H 16.9209 5.7851 2.8661
H 15.7978 8.0410 2.6991
*
```

=====

No. 7
Entry from the Open Molecules 2025 dataset: CH7NOP3 as an isolated structure at a distorted geometry (wB97M-V/def2-TZVPD).

Computed properties:
- HOMO level (eV) = -2.74
- orbital gap (eV) = 7.1
- ΔE to the lowest compared entry with this formula, charge and spin (kJ/mol) = 0.0
- molar mass (g/mol) = 142.0
- maximum force (eV Å⁻¹) = 2.4
- LUMO energy (eV) = 4.374

ORCA input file:
```
! RIJCOSX wB97M-V def2-TZVPD def2/J DEFGRID3
* xyz -1 1
C -2.0608 0.8504 -0.4155
N -0.6489 0.7015 -0.4671
O -0.0135 1.3281 0.6804
P 2.5633 0.3066 -0.4724
P 0.1264 -1.1424 -0.1338
P 1.1721 0.3085 1.2353
H -2.4482 0.8094 -1.4847
H -2.6436 0.0210 0.0883
H -2.2871 1.7981 0.1677
H 2.7184 -1.2148 -0.5713
H 3.6803 0.1856 0.2532
H -1.0607 -1.7142 0.5526
H 0.9024 -2.2377 0.5674
*
```

=====

No. 8
Entry from the Open Molecules 2025 dataset: a 4-piece molecular cluster, C26H57N3O11 overall at a distorted geometry (wB97M-V/def2-TZVPD).

Computed properties:
- HOMO level (eV) = -8.60
- orbital gap (eV) = 9.0
- molar mass (g/mol) = 587.8
- maximum force (eV Å⁻¹) = 2.2
- LUMO energy (eV) = 0.365
- structure (SMILES) = CC[C@]1(CCC(=O)O)COC(=O)O1.COCCNCCOC.COCCNCCOC.COCCNCCOC

ORCA input file:
```
! RIJCOSX wB97M-V def2-TZVPD def2/J DEFGRID3
* xyz 0 1
C 0.1622 -4.5519 -2.4350
C 0.0180 -3.3606 -1.4952
C 0.1210 -1.9604 -2.1268
C -1.0087 -1.0042 -1.7916
C -2.4195 -1.5826 -1.9373
C -2.6218 -2.3885 -3.1793
O -2.9579 -3.5615 -3.1779
O -2.4220 -1.6983 -4.3220
C 0.6397 -1.8668 -3.5781
O 1.9842 -1.3389 -3.4785
C 2.3500 -1.6098 -2.1909
O 3.4149 -2.0449 -1.8126
O 1.2667 -1.3133 -1.4264
H -0.7276 -4.6840 -3.0353
H 1.0468 -4.4855 -3.0497
H 0.2741 -5.4452 -1.8352
H 0.7952 -3.4310 -0.7501
H -0.9178 -3.4367 -0.9586
H -0.8589 -0.7510 -0.7502
H -0.8783 -0.0806 -2.3354
H -3.1079 -0.7465 -1.9792
H -2.6569 -2.2087 -1.0959
H -2.2380 -2.3347 -5.0165
H 0.7300 -2.8055 -4.1058
H 0.1142 -1.1771 -4.2195
C -9.0423 1.7197 -7.2215
O -8.0757 0.7747 -7.6371
C -7.0902 1.2969 -8.5192
C -5.7309 1.3254 -7.8556
N -5.6806 2.3299 -6.8010
C -4.4765 2.2804 -5.9768
C -4.2455 1.0388 -5.1225
O -5.1785 0.8754 -4.0706
C -6.3689 0.1879 -4.4115
H -9.8041 1.1810 -6.6611
H -8.6099 2.4886 -6.5721
H -9.5174 2.2033 -8.0801
H -7.3698 2.2914 -8.8766
H -7.0427 0.6298 -9.3846
H -4.9732 1.5639 -8.6077
H -5.5277 0.3140 -7.4774
H -6.4872 2.2138 -6.2027
H -4.5134 3.1406 -5.3042
H -3.6068 2.4231 -6.6259
H -3.2734 1.1565 -4.6368
H -4.1797 0.1229 -5.7200
H -6.1969 -0.5604 -5.1891
H -7.1541 0.8760 -4.7370
H -6.7250 -0.3192 -3.5145
C -0.8734 1.5945 5.7373
O -0.0579 2.5699 5.1185
C 1.3283 2.2517 5.1109
C 1.8155 1.9879 3.7034
N 1.2670 0.7420 3.1809
C 1.5239 0.5242 1.7591
C 0.8916 1.4875 0.7623
O -0.5211 1.4033 0.6966
C -1.2315 2.2000 1.6280
H -1.8812 2.0016 5.7953
H -0.9060 0.6632 5.1610
H -0.5271 1.3749 6.7515
H 1.5383 1.3987 5.7626
H 1.8637 3.1179 5.5094
H 2.9078 1.9181 3.7122
H 1.5359 2.8546 3.0895
H 0.2679 0.7334 3.3349
H 1.1665 -0.4793 1.5152
H 2.6071 0.5197 1.5995
H 1.2507 1.2005 -0.2294
H 1.2059 2.5258 0.9195
H -0.6949 3.1209 1.8672
H -1.4428 1.6517 2.5505
H -2.1878 2.4621 1.1747
C 3.7186 -1.1461 4.7021
O 4.9835 -1.7792 4.6267
C 5.9139 -1.1054 3.7908
C 7.0402 -0.5102 4.6063
N 6.5664 0.6075 5.4139
C 7.5349 1.1056 6.3856
C 7.9581 0.1711 7.5139
O 6.9256 -0.1291 8.4326
C 6.0989 -1.2254 8.0861
H 3.0511 -1.8068 5.2524
H 3.7780 -0.1898 5.2356
H 3.2961 -0.9749 3.7099
H 5.4186 -0.3346 3.1934
H 6.3307 -1.8464 3.1027
H 7.8212 -0.1521 3.9293
H 7.4653 -1.3165 5.2194
H 5.7322 0.3200 5.9075
H 7.1016 1.9979 6.8437
H 8.4306 1.4297 5.8466
H 8.7278 0.6895 8.0919
H 8.4185 -0.7515 7.1411
H 6.6461 -1.9850 7.5226
H 5.2247 -0.9075 7.5108
H 5.7397 -1.6721 9.0134
*
```